Entry 1:
ORCA calculation (ωB97M-V/def2-TZVPD) on 23 unconnected molecules or ions with the total composition C74H211N29O23 in a non-equilibrium geometry.

Results
Kohn-Sham gap	8.84	eV
LUMO	0.09	eV
electronic energy	-6263.89227	Ha

Cartesian coordinates (Å):
C1 -24.616 -24.225 20.719
C2 -23.822 -23.251 19.836
C3 -24.483 -22.049 19.056
O1 -24.827 -22.474 17.774
C4 -25.393 -21.449 16.834
N1 -22.747 -22.779 20.691
H1 -23.963 -25.037 21.039
H2 -25.332 -24.764 20.098
H3 -25.183 -23.743 21.515
H4 -23.184 -23.800 19.143
H5 -23.793 -21.208 18.996
H6 -25.341 -21.637 19.588
H7 -25.243 -21.706 15.785
H8 -24.806 -20.530 16.807
H9 -26.441 -21.209 17.012
H10 -21.996 -22.524 20.066
H11 -22.422 -23.591 21.197
C5 -16.286 -15.352 28.870
C6 -17.072 -14.062 28.454
C7 -17.975 -14.277 27.169
O2 -18.476 -13.004 26.623
C8 -17.501 -11.938 26.417
N2 -18.004 -13.785 29.545
H12 -15.314 -15.521 28.407
H13 -16.878 -16.262 28.769
H14 -16.094 -15.404 29.941
H15 -16.332 -13.274 28.318
H16 -18.683 -15.084 27.355
H17 -17.310 -14.744 26.442
H18 -17.834 -11.033 25.911
H19 -16.650 -12.319 25.852
H20 -17.023 -11.604 27.338
H21 -17.818 -14.419 30.309
H22 -18.940 -13.785 29.165
C9 -23.531 -19.091 22.550
C10 -22.466 -19.937 23.262
C11 -22.169 -19.432 24.689
O3 -21.750 -18.081 24.659
C12 -21.238 -17.602 25.904
N3 -23.070 -21.250 23.421
H23 -24.421 -19.137 23.176
H24 -23.876 -19.281 21.533
H25 -23.076 -18.111 22.408
H26 -21.572 -20.005 22.642
H27 -21.395 -20.066 25.123
H28 -23.103 -19.473 25.250
H29 -20.559 -16.788 25.650
H30 -20.538 -18.279 26.393
H31 -22.009 -17.287 26.608
H32 -22.996 -21.807 22.582
H33 -22.469 -21.750 24.061
C13 -21.030 -11.639 27.481
C14 -21.824 -11.674 28.782
C15 -21.856 -13.041 29.585
O4 -23.090 -13.599 29.972
C16 -23.027 -14.825 30.595
N4 -21.625 -10.466 29.548
H34 -20.041 -11.847 27.890
H35 -21.259 -10.700 26.978
H36 -21.225 -12.444 26.773
H37 -22.901 -11.570 28.643
H38 -21.316 -12.983 30.530
H39 -21.166 -13.766 29.154
H40 -23.957 -15.135 31.072
H41 -22.400 -14.849 31.487
H42 -22.741 -15.656 29.950
H43 -22.013 -10.584 30.474
H44 -22.006 -9.640 29.110
C17 -18.741 -17.907 31.307
C18 -19.508 -17.216 32.421
C19 -19.592 -15.720 32.103
O5 -18.302 -15.128 32.006
C20 -17.373 -15.134 33.037
N5 -20.813 -17.785 32.479
H45 -19.213 -17.713 30.344
H46 -18.723 -18.973 31.537
H47 -17.739 -17.479 31.307
H48 -18.976 -17.165 33.371
H49 -20.283 -15.192 32.759
H50 -19.985 -15.662 31.088
H51 -16.451 -14.857 32.526
H52 -17.300 -16.105 33.526
H53 -17.533 -14.336 33.762
H54 -21.381 -17.054 32.885
H55 -20.860 -18.517 33.173
C21 -20.755 -18.037 19.986
C22 -19.612 -17.716 20.892
C23 -19.798 -16.400 21.689
O6 -20.319 -15.309 20.941
C24 -19.809 -14.099 21.387
N6 -19.413 -18.876 21.852
H56 -20.824 -17.373 19.125
H57 -21.627 -17.851 20.613
H58 -20.983 -19.027 19.592
H59 -18.689 -17.556 20.335
H60 -18.813 -16.196 22.107
H61 -20.234 -16.460 22.687
H62 -20.182 -13.313 20.731
H63 -18.754 -14.184 21.126
H64 -20.171 -13.988 22.409
H65 -20.329 -19.211 22.115
H66 -18.707 -18.656 22.540
C25 -26.302 -15.269 20.879
C26 -25.762 -16.228 19.771
C27 -24.203 -16.282 19.597
O7 -23.875 -15.021 19.011
C28 -22.551 -14.944 18.483
N7 -26.222 -17.517 20.175
H67 -26.010 -15.617 21.870
H68 -27.392 -15.277 20.896
H69 -26.039 -14.232 20.673
H70 -26.183 -15.999 18.792
H71 -23.920 -17.194 19.071
H72 -23.711 -16.393 20.563
H73 -22.035 -15.196 19.410
H74 -22.281 -13.903 18.307
H75 -22.223 -15.650 17.720
H76 -27.130 -17.331 20.575
H77 -25.623 -17.721 20.962
C29 -28.190 -17.390 17.242
C30 -27.283 -18.496 16.890
C31 -27.398 -18.803 15.416
O8 -28.648 -19.414 15.096
C32 -28.801 -19.725 13.647
N8 -25.947 -18.191 17.316
H78 -27.763 -16.413 17.014
H79 -28.467 -17.438 18.295
H80 -29.164 -17.446 16.757
H81 -27.633 -19.393 17.401
H82 -26.645 -19.540 15.139
H83 -27.516 -17.964 14.730
H84 -28.755 -18.840 13.013
H85 -29.742 -20.212 13.392
H86 -28.111 -20.464 13.238
H87 -25.667 -17.292 16.949
H88 -26.065 -18.035 18.307
C33 -21.133 -19.435 29.406
C34 -21.175 -20.722 28.590
C35 -19.850 -21.548 28.677
O9 -18.805 -20.739 28.248
C36 -17.526 -21.377 28.286
N9 -22.309 -21.340 29.194
H89 -20.405 -18.735 28.995
H90 -20.831 -19.689 30.422
H91 -22.048 -18.848 29.328
H92 -21.337 -20.603 27.518
H93 -19.905 -22.449 28.065
H94 -19.610 -21.793 29.712
H95 -17.173 -21.517 29.308
H96 -16.763 -20.803 27.761
H97 -17.526 -22.412 27.943
H98 -22.212 -21.147 30.180
H99 -23.224 -21.021 28.909
C37 -29.359 -19.955 26.573
C38 -29.839 -18.868 25.646
C39 -28.702 -18.344 24.755
O10 -29.007 -17.351 23.855
C40 -29.490 -16.189 24.269
N10 -31.011 -19.193 24.816
H100 -28.366 -19.813 26.999
H101 -29.440 -20.950 26.136
H102 -30.082 -19.981 27.388
H103 -30.116 -18.045 26.306
H104 -28.267 -19.160 24.177
H105 -27.866 -18.029 25.379
H106 -29.266 -15.813 25.267
H107 -30.566 -16.110 24.111
H108 -29.192 -15.373 23.610
H109 -30.714 -19.753 24.030
H110 -31.404 -18.369 24.385
C41 -23.822 -18.709 14.041
C42 -22.816 -19.225 14.979
C43 -21.381 -19.005 14.759
O11 -21.053 -19.438 13.429
C44 -20.997 -20.844 13.160
N11 -23.190 -18.670 16.316
H111 -23.770 -19.282 13.116
H112 -23.524 -17.707 13.732
H113 -24.863 -18.731 14.362
H114 -23.055 -20.289 14.977
H115 -20.879 -19.383 15.650
H116 -21.272 -17.931 14.911
H117 -20.563 -21.161 12.211
H118 -21.965 -21.345 13.159
H119 -20.387 -21.442 13.838
H120 -22.884 -19.360 16.987
H121 -24.200 -18.651 16.341
C45 -15.088 -21.821 24.111
C46 -16.371 -22.332 23.357
C47 -16.169 -23.726 22.757
O12 -15.085 -23.744 21.782
C48 -15.017 -24.914 21.088
N12 -17.456 -22.531 24.287
H122 -15.230 -20.854 24.594
H123 -14.224 -21.658 23.466
H124 -14.790 -22.534 24.880
H125 -16.656 -21.539 22.667
H126 -17.168 -24.003 22.421
H127 -15.944 -24.400 23.584
H128 -14.035 -25.185 20.702
H129 -15.431 -24.836 20.083
H130 -15.396 -25.776 21.637
H131 -17.024 -22.448 25.196
H132 -18.086 -21.749 24.175
C49 -21.044 -21.856 17.837
C50 -19.758 -22.556 17.642
C51 -19.483 -23.547 18.781
O13 -19.608 -22.985 20.101
C52 -18.737 -21.991 20.494
N13 -19.638 -23.155 16.328
H133 -21.790 -22.512 18.284
H134 -21.506 -21.406 16.958
H135 -20.836 -21.063 18.555
H136 -19.010 -21.762 17.651
H137 -18.500 -24.018 18.761
H138 -20.234 -24.330 18.679
H139 -19.020 -21.686 21.502
H140 -18.825 -21.083 19.899
H141 -17.689 -22.272 20.386
H142 -19.950 -22.406 15.727
H143 -20.059 -24.061 16.182
C53 -33.039 -21.951 22.236
C54 -32.477 -21.697 20.839
C55 -30.893 -21.499 20.766
O14 -30.452 -20.173 21.038
C56 -28.994 -20.068 20.700
N14 -32.867 -22.760 19.875
H144 -32.863 -23.012 22.417
H145 -34.129 -21.926 22.251
H146 -32.655 -21.256 22.983
H147 -32.999 -20.781 20.559
H148 -30.563 -21.800 19.772
H149 -30.515 -22.320 21.374
H150 -28.453 -19.750 21.592
H151 -28.659 -19.266 20.042
H152 -28.477 -20.965 20.361
H153 -33.843 -23.020 19.887
H154 -32.781 -22.253 19.005
C57 -14.774 -15.654 22.834
C58 -15.421 -15.754 24.154
C59 -16.184 -17.094 24.311
O15 -16.937 -16.929 25.460
C60 -17.619 -18.140 25.822
N15 -14.536 -15.597 25.329
H155 -15.433 -16.049 22.060
H156 -13.775 -16.087 22.780
H157 -14.661 -14.621 22.507
H158 -16.214 -15.007 24.138
H159 -15.610 -18.016 24.409
H160 -16.730 -17.389 23.415
H161 -16.957 -18.950 26.128
H162 -18.136 -18.586 24.972
H163 -18.402 -17.858 26.525
H164 -15.156 -16.071 25.970
H165 -14.290 -14.656 25.604
C61 -24.882 -16.097 27.672
C62 -25.010 -16.260 26.107
C63 -23.957 -15.410 25.291
O16 -23.729 -15.867 23.939
C64 -22.792 -15.114 23.197
N16 -24.646 -17.610 25.705
H166 -25.843 -16.409 28.083
H167 -24.489 -15.122 27.960
H168 -24.031 -16.676 28.029
H169 -26.050 -16.146 25.800
H170 -23.019 -15.364 25.845
H171 -24.307 -14.388 25.145
H172 -22.955 -14.041 23.298
H173 -22.878 -15.434 22.158
H174 -21.774 -15.329 23.520
H175 -24.986 -17.888 24.796
H176 -23.673 -17.560 25.440
C65 -24.651 -8.926 24.641
C66 -23.904 -10.264 24.364
C67 -22.402 -10.102 24.190
O17 -21.831 -11.455 24.077
C68 -20.471 -11.706 24.084
N17 -24.140 -11.115 25.466
H177 -24.370 -8.565 25.630
H178 -25.721 -9.125 24.580
H179 -24.362 -8.132 23.952
H180 -24.470 -10.633 23.509
H181 -21.957 -9.641 25.072
H182 -22.273 -9.357 23.405
H183 -19.925 -11.273 23.245
H184 -20.237 -12.726 24.388
H185 -19.994 -11.284 24.969
H186 -23.651 -10.753 26.272
H187 -23.449 -11.799 25.192
C69 -21.270 -25.376 22.461
O18 -22.140 -26.120 22.796
N18 -20.781 -24.407 23.066
N19 -20.792 -25.445 21.258
H188 -21.036 -24.185 24.018
H189 -20.068 -23.881 22.582
H190 -20.124 -24.739 20.984
H191 -21.269 -26.021 20.578
C70 -26.511 -22.550 23.704
O19 -27.444 -23.279 23.395
N20 -26.041 -21.625 22.967
N21 -25.724 -22.758 24.707
H192 -25.173 -21.196 23.257
H193 -26.397 -21.380 22.055
H194 -25.878 -23.575 25.279
H195 -24.863 -22.229 24.716
C71 -24.916 -28.168 23.141
O20 -25.885 -28.846 23.283
N22 -24.833 -26.918 23.308
N23 -23.716 -28.617 22.950
H196 -25.677 -26.379 23.440
H197 -23.995 -26.356 23.256
H198 -23.062 -27.959 22.552
H199 -23.708 -29.547 22.555
C72 -22.559 -24.357 26.163
O21 -22.135 -23.563 25.371
N24 -22.753 -25.633 25.950
N25 -22.887 -24.103 27.335
H200 -22.413 -26.090 25.115
H201 -23.426 -26.095 26.544
H202 -23.585 -24.700 27.754
H203 -22.725 -23.193 27.742
C73 -25.409 -20.603 27.749
O22 -25.870 -21.587 28.336
N26 -25.145 -19.488 28.285
N27 -25.541 -20.450 26.475
H204 -24.703 -18.761 27.741
H205 -25.393 -19.365 29.256
H206 -26.129 -21.023 25.885
H207 -25.423 -19.484 26.205
C74 -18.631 -27.063 24.143
O23 -18.680 -27.617 23.060
N28 -18.758 -27.780 25.179
N29 -18.483 -25.804 24.409
H208 -18.951 -28.758 25.021
H209 -19.042 -27.295 26.018
H210 -18.776 -25.079 23.770
H211 -18.545 -25.715 25.413

Entry 2:
ORCA calculation (ωB97M-V/def2-TZVPD) on 6 unconnected molecules or ions with the total composition C39H35BrClN3.

Results
SMILES	N#C[C@H](Br)[C@](Cl)(C#N)c1cccnc1.c1ccccc1.c1ccccc1.c1ccccc1.c1ccccc1.c1ccccc1
relative energy (zero: lowest compared OMol25 entry of this formula, charge and spin)	0.0000	eV
Kohn-Sham gap	9.00	eV
LUMO	-0.23	eV
electronic energy	-4705.55923	Ha

Cartesian coordinates (Å):
N1 4.544 0.559 2.913
C1 4.125 0.686 1.852
C2 3.606 0.837 0.494
Br1 1.721 0.403 0.508
C3 4.416 -0.004 -0.541
Cl1 3.947 0.620 -2.162
C4 4.015 -1.421 -0.520
N2 3.730 -2.532 -0.504
C5 5.913 0.129 -0.292
C6 6.556 -0.758 0.564
C7 7.900 -0.575 0.811
C8 8.553 0.490 0.201
N3 7.949 1.344 -0.618
C9 6.655 1.161 -0.858
H1 3.691 1.879 0.186
H2 6.007 -1.568 1.029
H3 8.447 -1.243 1.465
H4 9.609 0.655 0.385
H5 6.184 1.861 -1.538
C10 -1.650 -2.178 0.604
C11 -1.569 -1.019 1.363
C12 -2.566 -0.711 2.280
C13 -3.648 -1.566 2.437
C14 -3.734 -2.724 1.677
C15 -2.737 -3.028 0.759
H6 -0.878 -2.415 -0.118
H7 -0.734 -0.342 1.234
H8 -2.505 0.198 2.863
H9 -4.425 -1.328 3.152
H10 -4.579 -3.390 1.798
H11 -2.810 -3.927 0.160
C16 7.940 -5.793 -2.573
C17 8.887 -5.495 -1.604
C18 8.523 -4.766 -0.480
C19 7.212 -4.336 -0.329
C20 6.262 -4.629 -1.299
C21 6.629 -5.360 -2.420
H12 8.223 -6.363 -3.449
H13 9.908 -5.834 -1.722
H14 9.261 -4.538 0.279
H15 6.926 -3.778 0.553
H16 5.242 -4.292 -1.175
H17 5.892 -5.591 -3.178
C22 -2.560 4.702 2.733
C23 -3.250 4.545 1.538
C24 -2.915 3.514 0.671
C25 -1.888 2.639 0.997
C26 -1.195 2.798 2.189
C27 -1.531 3.828 3.058
H18 -2.822 5.505 3.409
H19 -4.049 5.229 1.281
H20 -3.453 3.387 -0.261
H21 -1.632 1.834 0.319
H22 -0.390 2.117 2.443
H23 -0.989 3.951 3.987
C28 -6.417 2.099 1.170
C29 -7.201 1.014 0.810
C30 -8.442 1.214 0.221
C31 -8.910 2.507 0.022
C32 -8.125 3.596 0.382
C33 -6.871 3.389 0.942
H24 -5.439 1.937 1.607
H25 -6.827 0.009 0.965
H26 -9.043 0.367 -0.083
H27 -9.880 2.667 -0.429
H28 -8.482 4.603 0.208
H29 -6.248 4.232 1.210
C34 -2.997 -0.002 -3.392
C35 -3.643 0.991 -4.118
C36 -4.652 1.741 -3.527
C37 -5.013 1.500 -2.208
C38 -4.370 0.506 -1.485
C39 -3.369 -0.247 -2.078
H30 -2.207 -0.583 -3.851
H31 -3.358 1.183 -5.145
H32 -5.154 2.515 -4.092
H33 -5.791 2.089 -1.735
H34 -4.645 0.322 -0.453
H35 -2.881 -1.017 -1.494

Entry 3:
ORCA calculation (ωB97M-V/def2-TZVPD) on 2 unconnected molecules or ions with the total composition C6H7F3N2O in a non-equilibrium geometry.

Results
SMILES	C=C(n1cccn1)C(F)(F)F.O
relative energy (zero: lowest compared OMol25 entry of this formula, charge and spin)	1.1384	eV
Kohn-Sham gap	9.81	eV
LUMO	-0.04	eV
electronic energy	-717.11370	Ha

Cartesian coordinates (Å):
C1 -2.377 -0.692 0.093
C2 -2.407 0.618 -0.332
C3 -1.102 -0.899 0.558
C4 1.719 1.188 -0.225
C5 0.909 0.341 0.450
C6 1.520 -0.498 1.568
N1 -1.189 1.100 -0.306
N2 -0.416 0.236 0.234
O1 0.327 -0.022 -2.797
F1 0.740 -0.518 2.676
F2 2.746 -0.100 1.862
F3 1.774 -1.913 1.239
H1 -3.207 -1.315 0.136
H2 -3.206 1.179 -0.787
H3 -0.500 -1.769 0.711
H4 0.768 -0.519 -2.126
H5 1.314 1.892 -0.894
H6 2.661 1.162 0.051
H7 -0.073 0.531 -2.110

Entry 4:
ORCA calculation (ωB97M-V/def2-TZVPD) on a molecular structure, C10H15N3OPZr in a non-equilibrium geometry.

Results
relative energy (zero: lowest compared OMol25 entry of this formula, charge and spin)	0.0000	eV
Kohn-Sham gap (spin up / spin down)	5.16 / 5.16	eV
LUMO (spin up / spin down)	-3.56 / -3.56	eV
electronic energy	-1017.72023	Ha
net charge	+1

Cartesian coordinates (Å):
C1 -0.924 0.132 -2.775
C2 0.279 0.454 -3.556
C3 1.190 -0.659 -3.540
C4 0.528 -1.733 -2.861
C5 -0.762 -1.228 -2.369
Zr1 0.891 0.051 -1.328
P1 0.427 2.515 -0.515
H1 -1.731 0.875 -2.924
H2 0.352 1.306 -4.222
H3 2.150 -0.811 -4.058
H4 -1.451 -1.932 -1.925
H5 0.785 -2.798 -2.935
H6 -0.837 2.863 0.058
H7 0.731 3.833 -0.947
H8 1.220 2.689 0.676
C6 2.129 -0.264 3.197
N1 0.804 -0.459 2.596
C7 -0.393 -0.320 3.279
C8 -1.583 -0.375 2.586
C9 -1.589 -0.418 1.169
N2 -0.396 -0.591 0.522
C10 0.750 -0.634 1.254
O1 1.831 -0.648 0.515
N3 -2.694 -0.321 0.415
H9 2.827 0.069 2.438
H10 2.522 -1.189 3.608
H11 2.103 0.508 3.955
H12 -0.320 -0.195 4.369
H13 -2.544 -0.260 3.102
H14 -3.604 -0.176 0.805
H15 -2.690 -0.283 -0.589